# 1
Here is an isolated molecule of C22H25N5O5S in a non-equilibrium geometry from the OMol25 dataset. Energies are from the ωB97M-V functional and the def2-TZVPD basis.

Geometry as XYZ:
```
58
Properties=species:S:1:pos:R:3:forces:R:3
C 3.1563 -1.0811 0.2131 0.577 0.485 0.255
O -0.7244 -4.1549 -2.5622 0.099 0.058 -0.227
H -0.9113 5.0102 -1.4407 0.043 0.074 -0.071
C 0.0524 -3.6026 -1.8382 -0.767 -0.412 0.263
C 1.3302 1.6505 0.3909 -0.049 0.065 0.052
H 3.3743 2.9528 -1.4252 0.032 -0.093 -0.025
C -1.4033 4.1240 -1.0744 0.014 0.045 -0.010
H -3.1697 -0.0450 -1.8593 -0.070 -0.194 0.103
C -3.3973 0.1738 1.4349 0.298 -0.032 0.270
H -1.0799 -0.6678 -0.7862 0.006 -0.070 -0.060
C -1.8968 4.0531 0.2236 0.015 -0.142 -0.108
H 1.1053 2.4166 -1.6424 0.003 -0.035 -0.049
H 2.8111 -1.1034 2.3026 -0.013 0.013 0.156
N -3.3096 0.6649 0.0792 -0.311 -0.164 -0.044
C 1.3741 -2.3219 1.2690 -0.117 -0.079 -0.210
O 5.3763 -0.0060 -0.7015 -0.204 -0.073 -0.315
C 3.1756 1.9037 -1.1867 -0.136 0.024 -0.635
H 1.4049 0.6837 -1.5616 -0.048 0.042 -0.032
C 1.0043 -2.7428 0.0030 0.566 0.361 -0.210
H 3.4171 -1.2559 -1.9123 0.053 0.036 -0.195
H -1.2266 3.0015 -2.9053 0.078 0.108 -0.068
H 2.8369 1.4720 2.0111 -0.092 0.158 0.121
C 1.7436 -2.3794 -1.1346 0.067 0.319 0.988
C -3.2178 -0.4414 -0.8462 0.212 -0.226 -0.325
H -3.5197 0.9886 2.1452 -0.041 -0.050 -0.010
C -2.5227 2.9037 0.6551 0.048 -0.014 0.106
C 1.6579 1.6433 -1.1125 -0.011 0.066 -0.081
O 1.1631 -2.9302 -2.2403 0.268 0.081 -0.415
H 0.9834 0.6687 0.7147 -0.045 0.039 -0.004
H 0.8314 -2.6284 2.1478 -0.068 -0.036 0.134
H -1.7955 4.8948 0.8937 -0.012 0.048 0.056
N -2.1597 1.8998 -1.4799 -0.087 -0.331 0.095
H -1.9460 -4.2817 -0.4218 0.105 0.048 0.069
H -1.9754 -2.1439 -1.2374 0.022 -0.006 0.014
O 4.9118 0.1528 1.7237 -0.301 -0.042 0.155
S 4.4463 0.1659 0.3710 -0.086 0.151 0.075
H -0.8900 -4.8694 0.8815 -0.128 0.177 -0.069
C -2.1362 -0.6255 1.7715 -0.220 0.109 0.371
C 2.6648 1.9991 1.0752 -0.428 0.059 0.506
N -0.0418 -3.5077 -0.4620 0.251 -0.004 -0.263
H -1.2675 0.0455 1.7324 -0.029 -0.008 0.033
H 3.7010 1.2792 -1.9058 -0.029 0.148 -0.158
H -4.2756 -0.4751 1.5028 0.042 0.068 0.059
C 2.4680 -1.4727 1.3497 0.143 0.056 0.087
C 2.8335 -1.5414 -1.0543 -0.315 -0.397 -0.380
C -1.6674 -2.9369 1.2907 0.003 -0.149 -0.210
H -2.2056 -1.0725 2.7641 0.055 0.113 -0.120
N -1.9371 -1.7027 0.8160 -0.138 0.235 0.062
H 2.7317 3.0756 1.2588 0.029 -0.079 0.050
H -4.1129 -1.0584 -0.7291 0.037 -0.006 -0.009
C -1.9630 -1.2847 -0.5708 -0.201 0.155 -0.387
N 3.7005 1.6378 0.1344 0.844 -0.818 0.198
C -1.5756 3.0145 -1.8802 0.121 0.336 0.014
H -2.9212 2.8555 1.6551 -0.039 -0.018 0.070
C -1.1705 -3.9896 0.2924 -0.100 -0.250 0.206
C -2.6397 1.8235 -0.2360 0.049 0.382 -0.168
O -1.7565 -3.2143 2.4711 0.070 -0.305 0.256
H 0.5607 2.3821 0.6328 -0.068 -0.024 0.034
```
Positions in Å, forces in eV/Å.

Output
**Highest occupied orbital energy**: -8.435 eV
**Structure (SMILES)**: O=C(Cn1c(=O)oc2cc(S(=O)(=O)N3CCCC3)ccc21)N1CCN(c2ccccn2)CC1
**Frontier orbital gap**: 8.9 eV
**F_max**: 1.2 eV/A
**LUMO energy**: 0.017 hartree
**DFT total energy**: -51744.0929 eV


# 2
Here is a cluster of 2 separate species, C22H25N7O5 in total in a non-equilibrium geometry from the OMol25 dataset. Energies are from the ωB97M-V functional and the def2-TZVPD basis.

Geometry as XYZ:
```
59
Properties=species:S:1:pos:R:3:forces:R:3
C -1.7881 0.6603 1.3424 0.852 -0.198 0.036
N 6.4110 0.1342 0.4811 0.088 -0.711 -0.254
H -6.0652 -0.5357 -2.3408 0.107 0.245 0.015
C -5.7399 -5.0200 -1.7589 -0.062 0.488 0.446
O -5.2812 0.9554 -1.1597 0.065 0.173 -0.325
C 5.7010 -0.9993 0.1666 0.623 0.175 -0.519
H -4.7598 -3.3195 -2.6007 -0.210 0.029 0.012
H 2.0798 -1.0906 1.4471 0.139 0.036 0.027
H -2.7333 -0.7600 -1.2290 -0.079 0.029 0.097
H -6.7946 -5.0079 -1.4768 0.090 -0.088 0.027
C 0.6360 1.1388 0.0370 0.008 -0.300 0.553
C 3.1619 0.7347 1.7399 0.564 1.393 0.532
O -2.9778 0.4137 1.9642 -0.062 0.080 -0.022
N -5.2141 -3.6576 -1.7586 0.447 -0.024 -0.977
C 1.9085 -0.1025 1.8799 0.170 -0.144 -0.293
H 5.5109 -2.6549 -0.9032 0.433 0.077 -0.068
H -5.6403 -5.4572 -2.7534 0.070 0.199 0.099
H -1.8947 0.0530 -3.4140 0.200 0.035 0.033
H -4.4538 -1.1226 0.1528 0.137 -0.138 -0.009
H 1.5709 1.3127 -0.4851 0.012 0.054 -0.002
C 6.7524 2.9193 1.7229 0.042 0.722 0.327
N 4.2996 0.1851 1.1038 -0.755 1.529 1.046
C -1.7710 1.3421 0.1301 -0.526 0.140 -0.291
C -3.3576 -1.4382 -2.9930 0.140 0.086 -0.993
N 6.2210 -2.0619 -0.4922 0.684 -0.250 -0.289
H 1.7488 -0.2431 2.9515 0.020 0.024 -0.060
C -5.3633 -2.7803 -0.7611 -0.086 -0.723 0.806
H -2.8180 -0.0035 2.8263 -0.020 0.155 -0.398
C 6.7629 4.1765 2.3370 -0.027 -0.702 -0.349
N -3.5062 -1.2180 -1.6865 -0.192 -0.199 1.196
C -4.7300 -1.3810 -0.8692 0.014 0.066 -0.610
O -0.5685 2.2447 -1.7144 -0.052 0.085 0.006
C -0.5656 1.5836 -0.5225 0.643 -0.360 0.492
N 3.1951 1.9355 2.2980 0.415 -1.888 -1.049
C 5.5686 2.1696 1.6902 0.214 -0.301 -0.219
H -0.6063 -0.3229 2.8424 0.017 0.023 0.041
H -6.6788 -0.4718 -0.6777 -0.041 -0.258 -0.032
H -2.6959 1.6946 -0.3130 0.012 0.003 0.013
H 3.5035 4.2938 3.3371 0.057 -0.047 -0.050
H -1.2323 -1.5790 -3.1321 0.178 0.072 0.015
N 4.4454 -1.0254 0.4959 -1.260 0.327 0.628
C -5.7891 -0.3598 -1.2999 -0.049 -0.080 0.273
H 7.0508 -1.8516 -1.0323 -0.289 -0.278 0.020
C 0.6412 0.4585 1.2651 -0.764 0.387 -0.342
H -2.0613 -1.2023 -4.6643 -0.020 -0.018 0.163
H 5.6005 5.6550 3.3996 -0.040 -0.172 -0.078
C 4.4154 3.9222 2.8834 0.624 0.777 0.203
H -5.2607 1.1745 -0.2235 -0.041 -0.026 0.054
C 5.5043 0.8567 1.0767 -0.803 0.596 0.543
C 4.3878 2.6658 2.2747 -0.183 -0.468 -0.172
C 5.5940 4.6806 2.9183 -0.729 -0.681 -0.130
H 0.3421 2.4610 -1.9713 -0.362 -0.159 0.153
C -2.0391 -1.0123 -3.5920 -0.091 0.099 0.073
O -4.2129 -1.9491 -3.7042 -0.416 -0.196 -0.060
C -0.5876 0.2207 1.9039 0.490 0.098 -0.222
H 7.6795 4.7594 2.3621 -0.135 -0.115 -0.011
H -5.1878 -5.6263 -1.0388 -0.121 -0.092 -0.015
O -5.9753 -3.0666 0.2654 0.061 0.404 -0.148
H 7.6572 2.5187 1.2727 -0.201 0.011 0.058
```
Positions in Å, forces in eV/Å.

Output
**Highest occupied orbital energy**: -8.706 eV
**Structure (SMILES)**: Nc1nc2c3ccccc3nc(Cc3cc(O)cc(O)c3)n2n1.CNC(=O)[C@H](CO)NC(C)=O
**Frontier orbital gap**: 8.8 eV
**F_max**: 2.2 eV/A
**LUMO energy**: 0.005 hartree
**DFT total energy**: -43889.7778 eV


# 3
Here is a structure of composition C22H25NO3RhSSe2 from the OMol25 dataset. Energies are from the ωB97M-V functional and the def2-TZVPD basis.

Geometry as XYZ:
```
55
Properties=species:S:1:pos:R:3:forces:R:3
C -2.1512 -2.3163 0.4172 0.002 -0.005 0.012
H 5.9237 2.3035 -0.9693 0.000 0.001 -0.003
H -2.5788 -0.6010 -2.7667 -0.028 0.004 -0.010
H -2.0688 -0.3423 -4.4635 0.017 -0.010 0.004
H 0.1743 0.7725 5.3145 -0.002 0.000 0.001
C 4.4296 -0.4920 0.5537 0.001 -0.002 0.007
Se -0.3248 -2.2394 -0.2346 0.202 -0.092 -0.177
C 5.4384 3.1085 -0.4162 -0.002 -0.004 0.000
S -0.5241 3.1284 -1.4707 0.206 0.080 -0.066
H 3.7534 -0.2745 2.5685 -0.003 0.001 0.000
H 1.1896 -2.2123 -2.9702 -0.002 0.011 0.013
H 2.4918 -0.3352 -2.2148 0.012 0.003 0.009
H -0.1652 -2.2986 -4.0943 0.027 -0.020 -0.004
C 0.0847 0.6577 4.2427 0.008 -0.006 -0.004
C 2.7346 -0.3526 -1.1601 0.003 -0.011 0.032
H -2.4967 -3.3438 0.3311 -0.007 0.003 0.008
H -1.9978 1.2323 4.1623 0.000 -0.001 0.004
C 3.9593 3.1339 -0.6818 -0.003 0.002 -0.003
C 1.7632 -0.1856 -0.1878 0.042 0.138 -0.033
H -2.1292 -2.0217 1.4634 -0.016 -0.006 0.001
H 0.9851 3.5610 0.9146 -0.001 -0.007 0.000
H -2.7885 -1.6458 -0.1553 0.007 0.001 -0.006
C 1.6874 3.3847 0.1087 -0.012 0.002 0.011
C 4.0657 -0.5036 -0.7840 -0.008 -0.009 -0.009
H -1.7580 -2.7168 -2.2424 0.000 0.020 0.020
C -1.1279 0.9072 3.6111 -0.016 0.009 -0.001
C 3.4620 -0.3090 1.5266 0.004 -0.010 0.002
H 5.9015 4.0454 -0.7310 -0.001 0.002 0.002
H 4.1649 2.8253 -2.7928 0.000 -0.002 0.001
H -2.2389 1.0536 -3.3606 -0.004 -0.015 -0.003
Rh -0.1614 0.1282 -0.5136 -0.539 -0.027 0.390
H 2.1386 0.1077 3.9675 0.001 0.002 -0.002
H -2.1006 0.9596 1.6835 -0.010 -0.004 0.007
O -0.7075 2.6883 -2.8379 -0.024 0.035 -0.016
H 5.6489 2.9730 0.6439 0.000 -0.001 0.000
C 1.1839 0.2812 3.4937 -0.011 0.007 0.010
Se -0.1005 -0.0830 -2.9353 0.035 -0.050 -0.198
C 0.1210 -2.0271 -3.0778 -0.043 0.024 -0.020
O -0.9339 2.0006 -0.5141 0.186 -0.036 0.062
H 5.4659 -0.6131 0.8374 0.003 0.002 -0.002
H -0.4300 -3.8794 -2.1192 -0.030 -0.005 -0.017
N -0.1407 0.3517 1.5308 -0.003 0.035 -0.036
C -1.1996 0.7476 2.2443 0.029 -0.006 0.000
C -1.9735 0.0033 -3.4370 0.005 -0.001 0.033
C 3.4696 2.9739 -1.9746 -0.005 0.009 -0.007
H 4.8208 -0.6261 -1.5499 0.002 0.000 0.000
H 1.7258 2.8708 -3.2384 0.004 -0.006 0.000
C 2.1073 2.9997 -2.2341 -0.005 0.019 -0.008
O -1.1469 4.3416 -1.0509 -0.011 -0.025 -0.002
C 1.0532 0.1441 2.1174 0.013 0.001 -0.014
C 1.2222 3.1971 -1.1863 -0.022 -0.005 -0.009
H 3.4162 3.4875 1.3630 -0.001 -0.003 0.000
C 2.1271 -0.1539 1.1658 -0.013 0.009 -0.003
C -0.6866 -2.8214 -2.0795 0.018 -0.056 0.030
C 3.0491 3.3443 0.3534 -0.002 0.007 -0.008
```
Positions in Å, forces in eV/Å.

Output
**Highest occupied orbital energy**: -11.480 eV
**Total charge**: +1
**Frontier orbital gap**: 7.9 eV
**F_max**: 0.7 eV/A
**LUMO energy**: -0.131 hartree
**DFT total energy**: -175383.6754 eV


# 4
Here is a structure of composition C22H26BrHfN5O from the OMol25 dataset. Energies are from the ωB97M-V functional and the def2-TZVPD basis.

Geometry as XYZ:
```
56
Properties=species:S:1:pos:R:3:forces:R:3
H 1.2980 -2.2993 -4.2930 -0.018 0.001 0.003
C 2.8403 -1.0777 -1.5212 0.026 0.062 -0.075
H 0.9868 2.1128 3.5000 0.001 -0.003 -0.017
N 0.5856 1.9190 1.4430 0.041 -0.070 -0.060
C -3.2346 1.5685 -1.9958 0.126 -0.035 0.089
H 0.1068 -2.1609 1.2640 -0.018 0.002 -0.018
H -4.9426 2.0310 -3.2017 -0.003 -0.002 -0.010
H -4.3233 0.8681 3.2692 0.000 0.009 0.004
H 3.5208 -3.1495 -4.7092 0.003 -0.002 -0.002
H -2.4388 1.1743 1.7996 -0.012 0.000 0.012
H -1.0944 1.9528 4.4379 0.009 0.001 0.005
H -1.3089 2.9966 3.0511 -0.004 0.005 0.013
C 5.1586 -1.2460 -0.8556 -0.064 0.043 0.032
O -1.2512 0.9029 -0.8183 0.616 -0.351 0.295
C -1.1167 1.9605 3.3430 -0.011 0.012 -0.014
C 3.3537 -2.5654 -3.8146 0.043 -0.013 -0.002
N -0.4707 -1.3132 1.2956 0.035 -0.010 0.034
H -0.3905 -1.8567 3.3225 0.006 0.005 -0.015
H -3.4479 1.3316 4.5869 -0.003 0.006 -0.004
N 2.5589 -0.3505 -0.3736 -0.303 0.062 -0.196
C 2.0609 -2.0653 -3.5635 -0.044 0.032 0.075
N 0.5416 -0.6804 -2.1007 -0.104 -0.079 -0.203
H 1.5121 -0.2633 2.7471 -0.002 -0.002 0.002
C 4.3837 -2.3065 -2.9559 0.001 -0.018 -0.021
C 4.1451 -1.5517 -1.7838 -0.059 -0.020 0.097
H 3.3244 0.4954 1.3636 0.013 0.004 0.000
C -1.6641 0.0102 -2.9832 -0.015 0.108 0.152
Br -4.7675 0.4893 -5.7077 0.070 0.013 0.105
H 5.6336 -0.2538 0.9960 0.003 0.000 0.003
C -0.4223 -0.6609 -3.0150 0.013 -0.008 -0.076
C -3.6730 0.6209 -4.1994 -0.079 0.020 -0.048
C -4.0287 1.4537 -3.1353 -0.065 -0.012 -0.100
H -1.9924 -0.5647 4.2777 0.005 -0.006 0.007
H -3.5302 2.2393 -1.2006 0.016 -0.003 0.019
C -2.2366 1.0351 2.8657 0.067 -0.033 -0.003
C 4.8680 -0.5058 0.2760 0.001 -0.013 -0.010
H -0.2353 -1.2035 -3.9358 0.018 0.019 -0.013
H 5.3826 -2.6725 -3.1560 -0.001 -0.004 -0.010
C 0.2866 1.5388 2.8935 -0.009 -0.043 0.041
C -2.4913 -0.0900 -4.1234 0.018 -0.021 -0.028
H -3.7695 2.4178 3.3898 -0.008 -0.010 0.002
C -0.5594 -0.9275 2.7788 0.019 0.050 0.032
C 0.5507 0.0534 3.1708 -0.025 0.008 0.030
C -1.9506 -0.4326 3.1913 -0.008 -0.003 -0.024
H 1.5141 2.3493 1.4466 -0.003 -0.007 -0.047
H -0.0244 2.6922 1.1666 0.007 -0.006 -0.003
C 3.5675 -0.0842 0.4788 0.074 -0.021 -0.022
C 1.7981 -1.3148 -2.4424 0.226 -0.045 0.040
H 0.6928 -0.0461 4.2501 0.009 -0.005 -0.005
Hf 0.4214 0.1894 -0.1416 -0.619 0.371 0.150
N -3.5224 1.4370 3.5671 -0.023 0.017 -0.003
H -1.3880 -1.6398 0.9789 0.009 0.009 0.004
H -2.1932 -0.7215 -4.9517 0.017 -0.005 0.004
H -2.7230 -1.0878 2.7795 -0.010 -0.003 0.012
C -2.0711 0.8436 -1.9143 0.009 -0.004 -0.233
H 6.1699 -1.5915 -1.0375 0.008 -0.002 -0.002
```
Positions in Å, forces in eV/Å.

Output
**Highest occupied orbital energy**: -18.576 eV
**Total charge**: +4
**Frontier orbital gap**: 5.7 eV
**F_max**: 0.8 eV/A
**LUMO energy**: -0.473 hartree
**DFT total energy**: -104047.6374 eV


- What is the DFT total energy in the second record?
  -43889.7778 eV


- Number 3 is which compound?
  C22H25NO3RhSSe2


- Among the records above, which one has the highest LUMO energy?
  C22H25N5O5S


- Which of these has the highest LUMO energy?
  C22H25N5O5S